[1]
Molecular formula: C4H7N2O
Method: DFT, ωB97M-V/def2-TZVPD

- HOMO energy (alpha / beta) (eV) = -11.658 / -11.822
- orbital gap (alpha / beta) (Ha) = 0.248 / 0.269
- molar mass (g mol⁻¹) = 99.1
- calculated total energy (eV) = -9277.6986
- max |F| (eV/Å) = 4.099
- charge = +1
- LUMO level (alpha / beta) (eV) = -4.91 / -4.49

Each line ends with the Löwdin charge.
Positions of all 14 atoms, in Å:
1 C 0.94 -0.30 -2.39  -0.134
2 C 0.95 0.77 -0.15  -0.137
3 C -0.42 0.58 1.88  -0.066
4 C -1.82 0.16 2.26  -0.011
5 N 1.23 0.36 -1.44  0.165
6 N 1.10 -1.15 -3.31  0.176
7 O -0.07 0.38 0.65  0.036
8 H 1.86 1.26 0.33  0.153
9 H 0.21 0.98 2.68  0.153
10 H -2.47 0.47 1.40  0.110
11 H -2.10 0.51 3.28  0.109
12 H -1.76 -0.92 2.05  0.107
13 H 0.63 -1.06 -4.18  0.121
14 H 1.73 -2.05 -3.08  0.217

[2]
Molecular formula: C4H7N2O
Method: DFT, ωB97M-V/def2-TZVPD

- HOMO energy (alpha / beta) (eV) = -9.761 / -14.517
- orbital gap (alpha / beta) (Ha) = 0.180 / 0.346
- molar mass (g mol⁻¹) = 99.1
- calculated total energy (eV) = -9275.5083
- max |F| (eV/Å) = 5.225
- 2S+1 = 3
- charge = +1
- LUMO level (alpha / beta) (eV) = -4.87 / -5.10

Each line ends with the Löwdin charge.
Positions of all 14 atoms, in Å:
1 C -2.89 0.43 -0.23  -0.013
2 C -1.31 -1.33 0.47  -0.115
3 C 1.84 0.00 -0.23  -0.099
4 C 1.30 1.21 0.19  0.007
5 N -1.99 -0.42 0.04  0.019
6 N 2.64 -0.81 -0.54  0.330
7 O 0.03 -1.34 0.57  -0.012
8 H -2.71 1.36 0.24  0.060
9 H -3.52 0.41 -1.07  0.071
10 H 0.26 -2.29 0.52  0.120
11 H 2.27 1.82 0.10  0.163
12 H 1.00 1.11 1.24  0.124
13 H 0.41 1.65 -0.41  0.160
14 H 2.68 -1.81 -0.86  0.184

[3]
Molecular formula: C4H7N2O
Method: DFT, ωB97M-V/def2-TZVPD

- HOMO energy (alpha / beta) (eV) = -11.813 / -14.520
- orbital gap (alpha / beta) (Ha) = 0.227 / 0.274
- molar mass (g mol⁻¹) = 99.1
- calculated total energy (eV) = -9273.7783
- max |F| (eV/Å) = 4.829
- 2S+1 = 3
- charge = +1
- LUMO level (alpha / beta) (eV) = -5.65 / -7.06

Each line ends with the Löwdin charge.
Positions of all 14 atoms, in Å:
1 C 0.00 2.34 -0.05  0.195
2 C -0.22 -1.14 -0.09  0.078
3 C 1.86 0.16 0.05  0.045
4 C -1.65 -1.00 -0.07  -0.300
5 N 0.42 0.00 -0.07  -0.114
6 N -0.21 1.16 -0.08  -0.023
7 O -2.06 0.21 -0.18  0.116
8 H -0.62 3.13 -0.07  0.040
9 H 0.21 -2.07 0.16  0.158
10 H 2.03 0.34 1.15  0.147
11 H 2.03 1.00 -0.63  0.106
12 H 2.24 -0.80 -0.29  0.105
13 H -1.92 -1.60 0.99  0.240
14 H -2.12 -1.73 -0.85  0.207